Density functional theory data (ωB97M-V with the def2-TZVPD basis set) for a molecular structure, C16H40F12K2O8P2.

Properties
* LUMO level: -1.53 eV
* net charge: 0
* HOMO-LUMO gap: 7.7 eV

Positions of all 80 atoms, in Å:
K: 19.2458 3.4695 10.3505
K: 22.8186 2.6664 4.3907
P: 20.7507 3.1323 7.1750
F: 20.1872 3.7427 5.8087
F: 20.6880 4.5865 7.8563
F: 19.2799 2.8351 7.6111
F: 21.1792 2.5888 8.6661
F: 20.8758 1.6351 6.5760
F: 22.3028 3.2982 6.8465
P: 22.1199 3.5069 12.7928
F: 21.0056 2.8206 13.6700
F: 23.3071 2.4715 13.2411
F: 21.9078 2.6251 11.4286
F: 23.0975 4.2869 11.8312
F: 20.8672 4.4152 12.3392
F: 22.4461 4.5015 14.0755
C: 18.7972 6.8647 11.5457
O: 18.5034 6.1583 10.4013
C: 17.2950 6.6202 9.7695
C: 16.9608 5.8471 8.4652
O: 16.9732 4.4065 8.5187
C: 15.7299 3.8661 8.0369
H: 19.7388 6.5284 11.9797
H: 18.1985 6.6868 12.4390
H: 18.9312 7.9288 11.3512
H: 17.2838 7.7019 9.6361
H: 16.4801 6.4119 10.4629
H: 17.7442 6.1206 7.7585
H: 16.1594 6.3312 7.9071
H: 15.7661 2.8268 8.3634
H: 15.5509 3.8609 6.9617
H: 14.8342 4.2693 8.5093
C: 16.4307 3.8050 3.1087
O: 16.3893 2.3967 3.4278
C: 17.1520 2.0685 4.5854
C: 17.2553 0.5698 4.6933
O: 16.0238 -0.1065 4.9650
C: 16.2217 -1.4664 5.2300
H: 17.3099 4.0554 2.5151
H: 16.5731 4.4146 4.0011
H: 15.5166 4.1500 2.6253
H: 16.6804 2.5401 5.4475
H: 18.1883 2.4027 4.5349
H: 17.9698 0.4944 5.5131
H: 17.6872 0.1338 3.7925
H: 17.1292 -1.7663 5.7540
H: 16.3048 -2.0080 4.2877
H: 15.3371 -1.7807 5.7840
C: 18.7834 6.5940 3.7686
O: 18.8385 6.2575 2.3321
C: 17.9064 6.9131 1.5133
C: 17.7009 6.2077 0.1488
O: 17.0337 4.9574 0.2399
C: 16.6712 4.2734 -0.9345
H: 19.0850 7.6199 3.9799
H: 19.3799 5.9492 4.4139
H: 17.7515 6.4608 4.0934
H: 18.1812 7.9652 1.4377
H: 16.9446 6.9331 2.0257
H: 18.6028 6.1101 -0.4555
H: 16.9707 6.8373 -0.3596
H: 16.0483 3.4049 -0.7206
H: 17.5696 4.0363 -1.5044
H: 16.0935 4.9639 -1.5490
C: 24.8815 7.6300 8.2688
O: 23.8061 7.1774 8.9764
C: 22.5712 7.9940 8.7841
C: 21.8542 7.8072 7.3583
O: 21.0022 8.8174 6.8196
C: 19.7284 8.9985 7.6081
H: 24.8000 7.2025 7.2695
H: 25.8568 7.2381 8.5574
H: 24.8498 8.7137 8.1566
H: 22.7796 9.0251 9.0696
H: 21.8080 7.6187 9.4658
H: 21.3370 6.8481 7.3303
H: 22.6070 7.6069 6.5959
H: 20.0060 9.5986 8.4746
H: 19.2443 8.1003 7.9915
H: 19.0119 9.6125 7.0625

Cartesian forces, eV/Å:
0.5 0.1 0.0
-0.3 0.0 0.4
0.0 -0.6 3.5
1.0 0.0 -1.1
0.1 0.7 -0.5
-2.2 -0.3 0.1
0.4 -0.5 -0.4
0.0 -0.1 -0.9
0.9 0.9 -1.2
1.9 0.0 0.3
-0.1 -2.3 0.8
-1.0 0.6 0.1
-1.6 -1.6 0.5
1.2 1.8 0.5
-0.8 2.0 -1.2
0.0 -0.5 -1.2
1.5 0.6 1.8
-0.9 -0.5 -1.7
-0.9 -1.8 0.5
2.4 0.9 -0.6
-1.7 1.5 0.0
0.2 -1.2 0.9
0.5 -0.2 -0.7
-1.2 0.1 -0.4
-0.3 0.2 0.0
0.3 0.1 -0.4
-0.2 0.1 0.3
0.7 -0.2 0.0
-1.0 -0.5 0.7
-0.1 -0.1 -0.2
0.6 0.4 -0.2
0.2 0.5 0.2
0.6 -0.4 0.6
0.1 1.1 -0.2
-1.0 -0.3 -1.1
-0.5 0.1 0.5
1.1 1.2 0.5
-0.5 -0.5 -0.5
-0.1 -0.2 -0.4
-0.3 -0.1 0.5
0.1 -0.4 -0.2
0.1 -0.2 0.3
0.2 0.4 -0.2
0.1 -0.8 0.3
0.2 0.1 -0.2
0.1 0.6 0.5
-0.3 -0.3 -0.3
0.2 -0.3 -0.1
-0.8 0.0 -1.3
1.1 -0.5 1.7
-0.4 -0.8 0.4
-0.9 0.2 -0.1
0.2 -0.6 1.9
0.4 1.5 -0.4
0.1 0.2 -0.3
0.3 -0.3 -0.7
-0.2 0.1 0.1
0.2 0.2 -0.7
-0.4 -0.2 0.0
0.3 0.1 0.1
0.3 0.6 -0.5
0.3 0.1 0.3
0.0 -0.5 -0.1
-0.3 0.0 -0.4
0.3 0.1 -2.2
-3.1 0.4 1.2
-0.1 -1.1 -0.7
1.0 -0.6 -0.1
-1.8 -0.1 1.5
2.0 0.7 -0.1
0.1 0.3 -0.7
-0.2 0.2 1.0
0.5 0.2 0.2
0.1 0.2 -0.4
0.6 -0.2 0.5
-0.4 0.0 0.7
0.3 0.6 -0.1
0.0 0.0 0.2
0.3 -0.5 -0.4
0.3 -0.3 -0.5


Density functional theory data (ωB97M-V with the def2-TZVPD basis set) for a molecular structure, C16H40F6N5O24S5V.

Properties
* LUMO level: -4.55 eV
* net charge: 0
* HOMO-LUMO gap: 5.4 eV

Positions of all 97 atoms, in Å:
O: -4.2502 0.0800 0.4264
V: -3.8924 0.8240 1.8785
O: -3.8719 2.3764 1.6059
C: 0.2700 1.9752 0.7570
F: 1.6787 2.0255 0.7651
F: -0.2550 3.2199 0.5641
F: -0.1262 1.1423 -0.1911
S: -0.5167 1.4668 2.4986
O: 0.5523 1.0406 3.4082
O: -1.1830 2.6727 2.8814
N: -1.8416 0.2948 2.0187
S: -1.0318 -1.0466 2.1844
O: 0.2096 -1.1528 1.4420
O: -1.0007 -1.6352 3.5029
C: -2.0824 -2.2722 1.2386
F: -1.5984 -3.5528 1.5000
F: -3.3017 -2.2119 1.6846
F: -1.9393 -2.0826 -0.0900
C: 0.9286 1.8643 -2.8374
O: 1.9095 0.9281 -2.6492
H: -0.0450 1.3822 -2.7502
H: 1.0407 2.5360 -1.9863
H: 1.0378 2.3340 -3.8149
H: 1.5629 0.2844 -2.0271
O: -6.8461 -3.2874 -3.5485
S: -5.6748 -3.7734 -2.7776
O: -5.7051 -4.9215 -1.8873
O: -4.5020 -4.1345 -3.9273
C: -4.3411 -3.1483 -4.9850
C: -3.4510 -3.7227 -6.0799
C: -4.9707 -2.4245 -1.8545
H: -3.8573 -2.3008 -4.4995
H: -5.2643 -2.6876 -5.3366
H: -3.8198 -4.7130 -6.3470
H: -2.4282 -3.9053 -5.7503
H: -3.5075 -3.2074 -7.0388
H: -5.2810 -2.4590 -0.8102
H: -5.2281 -1.5561 -2.4609
H: -3.9000 -2.6280 -1.8717
O: 1.6478 -1.9947 -2.4761
S: 2.8960 -2.5501 -1.9046
O: 3.8589 -3.3431 -2.6690
O: 3.6861 -1.2775 -1.2456
C: 4.8809 -1.4557 -0.5579
C: 5.0392 -0.0936 0.2100
C: 2.4772 -3.4249 -0.2942
H: 5.6240 -1.5307 -1.3518
H: 5.0002 -2.3729 0.0189
H: 4.8535 0.7766 -0.4195
H: 6.0576 0.0505 0.5707
H: 4.4106 0.0358 1.0911
H: 1.7519 -2.8426 0.2742
H: 3.2006 -3.7604 0.4490
H: 1.9513 -4.3213 -0.6230
O: 3.3017 9.0433 -2.3122
S: 2.3901 8.1382 -1.6277
O: 1.9640 6.8553 -2.1787
O: 2.8163 7.9479 -0.0775
C: 3.4793 6.6660 0.3208
C: 2.4954 5.6558 0.8399
C: 0.8383 9.1063 -1.3624
H: 4.0611 6.9809 1.1871
H: 4.1278 6.3240 -0.4858
H: 2.0787 6.0873 1.7500
H: 3.0320 4.7746 1.1915
H: 1.7984 5.3219 0.0712
H: 1.0486 10.0738 -0.9066
H: 0.0665 8.5418 -0.8392
H: 0.4092 9.3398 -2.3367
C: -0.1656 -6.1180 3.0975
N: 1.1152 -5.9577 2.4700
O: 2.1172 -6.6594 2.8951
O: 1.1337 -5.0609 1.6257
H: -0.1821 -5.3160 3.8355
H: -0.1017 -7.1019 3.5622
H: -0.8924 -6.0118 2.2922
C: -0.8291 -3.6960 -2.9768
N: -1.6661 -4.8837 -2.5721
O: -2.2612 -4.9199 -1.4999
O: -1.5923 -5.8444 -3.3504
H: 0.0047 -4.0461 -3.5853
H: -0.5167 -3.2480 -2.0335
H: -1.3902 -2.9400 -3.5260
C: 2.8166 -1.0949 4.0748
N: 3.2887 -2.4033 4.4563
O: 2.8277 -3.3771 3.7922
O: 4.1608 -2.5652 5.3321
H: 1.7316 -1.0651 4.1751
H: 3.3449 -0.9134 3.1387
H: 3.2101 -0.3201 4.7328
C: -3.4398 5.0969 4.2565
N: -2.3743 5.5929 5.1980
O: -1.5825 6.4763 4.8675
O: -2.5057 5.1689 6.3471
H: -3.7310 4.0790 4.5155
H: -2.9236 5.0349 3.2984
H: -4.3168 5.7177 4.4397

Cartesian forces, eV/Å:
0.6 2.4 4.5
1.2 -0.8 -5.3
-0.3 -2.0 0.5
1.1 0.5 -0.1
-3.5 0.0 0.3
1.2 -1.9 -0.1
0.2 0.6 0.6
1.7 2.1 0.9
-2.2 -0.4 -2.0
-0.7 -0.5 -0.1
0.9 2.9 1.2
1.6 -6.5 -0.5
-0.8 1.5 0.4
-0.6 1.3 -0.3
2.8 -1.6 -0.4
-0.7 2.2 -0.3
-1.6 0.0 -0.2
-0.9 0.1 1.1
-0.8 0.5 0.6
1.4 -1.5 -0.2
-0.4 0.3 -0.3
-0.5 1.0 -0.4
0.0 0.2 0.2
0.4 -0.4 -0.1
2.2 -1.0 1.9
-0.9 -1.1 -1.5
-0.2 1.4 -1.5
-1.5 0.6 1.0
0.8 0.9 0.3
-0.6 -1.0 0.0
0.5 -0.4 -0.9
0.5 0.2 0.0
-0.4 -0.9 -0.1
-0.2 -0.2 0.2
0.0 0.4 0.0
0.2 0.6 0.4
-0.4 0.2 -0.4
0.1 0.3 0.6
0.1 0.2 0.0
2.7 -1.2 1.0
0.5 0.1 1.7
-1.8 1.2 0.8
-3.1 -0.8 -1.4
1.7 1.8 -0.1
0.7 -0.6 0.1
-1.1 -0.2 -1.1
0.5 0.1 0.3
-0.6 0.1 0.4
-0.2 -0.4 -0.4
0.2 -0.3 0.0
-0.3 -0.4 -0.1
0.0 0.4 -0.4
0.8 0.3 -0.8
0.0 0.0 -0.1
-0.7 -1.7 0.9
-1.9 1.0 0.0
1.2 1.2 0.5
0.2 -0.7 -1.0
0.0 0.8 0.2
0.2 -0.1 0.0
0.4 -0.1 -0.4
0.4 0.1 -0.4
-0.1 0.0 0.0
-0.7 -0.1 -0.3
0.3 -0.1 -0.2
-0.3 0.2 0.3
0.2 -0.3 0.3
0.5 -0.1 0.3
0.4 -0.2 -0.3
-0.1 -0.9 0.6
3.8 -0.3 0.0
-3.4 2.6 -1.9
1.0 -1.4 0.8
-0.5 -0.1 0.0
-0.6 0.2 0.1
-0.2 0.0 0.5
-0.1 0.2 0.9
0.3 -1.8 -0.9
0.5 0.7 -1.0
-0.4 1.3 1.0
-0.2 0.0 0.2
0.2 0.0 -0.2
-0.4 -0.4 0.0
0.5 1.4 0.6
1.2 -4.3 0.5
0.7 2.4 1.4
-1.8 0.9 -1.5
0.2 -0.2 -0.9
-1.0 0.0 -0.5
0.1 -0.4 0.4
1.0 -0.6 -0.2
-0.4 0.7 1.8
-1.1 -1.5 -0.1
0.6 0.3 -0.9
0.4 0.1 0.4
-0.8 0.6 -0.3
0.3 0.3 -0.7


Density functional theory data (ωB97M-V with the def2-TZVPD basis set) for a molecular structure, C16H40GdIO2P2Si2.

Properties
* LUMO level (spin up / spin down): -8.23 / -8.22 eV
* multiplicity: 8
* net charge: +2
* HOMO-LUMO gap (spin up / spin down): 5.1 / 5.5 eV
* <S²>: 16.08

Positions of all 64 atoms, in Å:
C: 4.2882 -3.9069 2.6895
C: 2.9996 -3.3827 2.4225
H: 4.2102 -4.8032 3.3456
H: 4.8613 -3.0940 3.1759
H: 4.7458 -4.1538 1.7133
O: 1.8427 -3.2246 2.3710
I: 3.8540 -0.9011 -0.1322
Gd: 1.0347 -0.2390 0.0991
P: 0.1303 -2.4495 -1.3678
C: -1.5058 -3.2571 -1.4115
C: 0.4310 -2.0647 -3.1389
H: 0.3428 -2.9869 -3.7301
H: 1.3187 -4.4369 -2.0441
H: 1.4402 -1.6465 -3.2621
H: 2.2440 -3.5167 -0.8113
H: -2.3179 -2.5261 -1.4911
H: -0.2862 -1.3202 -3.5071
C: 1.2473 -3.8740 -1.1039
H: -1.5642 -3.9479 -2.2631
H: 0.8618 -4.5275 -0.3128
H: -1.6633 -3.8271 -0.4885
P: 0.4913 0.6930 2.6979
C: -1.0921 0.7798 3.6005
C: 1.6296 -0.0345 3.9193
H: 1.9447 2.6069 2.2236
H: 1.0253 2.7956 3.7562
H: 0.2270 3.0679 2.1631
C: 0.9684 2.4676 2.7095
H: 2.6051 -0.2216 3.4486
H: 1.7362 0.6740 4.7521
H: -0.9234 1.2811 4.5650
H: -1.4819 -0.2299 3.7777
H: 1.2373 -0.9878 4.2906
H: -1.8396 1.3364 3.0183
C: -0.4347 -1.7600 1.3454
O: -1.2555 -2.4191 1.8467
C: -2.5592 0.0937 -2.6697
Si: -2.4926 1.0124 -1.0262
C: -3.3414 2.6819 -1.2934
C: -3.5339 0.0677 0.2312
C: -0.7474 1.2734 -0.4157
Si: 0.2652 2.5166 -1.3624
C: 0.0952 4.2829 -0.7257
C: 2.0990 2.0852 -1.1834
C: -0.0469 2.4408 -3.2159
H: -3.6263 -0.0448 -2.9021
H: -2.0777 -0.8910 -2.6430
H: -2.1013 0.6761 -3.4790
H: -4.4156 2.4847 -1.4327
H: -3.2092 3.3512 -0.4327
H: -2.9627 3.2004 -2.1832
H: -3.4041 -1.0220 0.1511
H: -3.2960 0.3546 1.2664
H: -4.5950 0.3086 0.0419
H: -0.9052 1.7285 0.5876
H: 0.5183 4.4077 0.2824
H: 0.6674 4.9377 -1.4038
H: -0.9458 4.6351 -0.7004
H: 2.4064 1.1337 -1.6704
H: 2.6046 2.8941 -1.7389
H: 2.4914 2.1151 -0.1507
H: 0.1756 1.4446 -3.6254
H: -1.0714 2.7127 -3.5018
H: 0.6561 3.1555 -3.6711

Cartesian forces, eV/Å:
0.9 0.3 -0.1
-6.1 0.1 -0.1
-0.2 0.5 -0.3
0.0 -0.3 -0.2
0.0 0.1 0.3
5.8 -0.4 0.2
0.9 -0.8 0.5
-0.9 1.6 -0.6
-0.3 -0.9 -1.2
-0.3 0.0 0.2
0.2 0.3 0.0
0.0 0.3 0.1
0.0 0.0 0.3
-0.2 -0.2 0.0
-0.2 -0.1 -0.2
0.2 -0.2 0.0
0.2 -0.2 0.1
0.2 -0.1 0.1
0.1 0.2 0.2
0.0 0.1 -0.2
0.0 0.1 -0.2
0.0 0.8 0.8
-0.2 -0.3 -0.1
0.2 0.0 0.1
-0.2 0.0 0.2
0.0 0.1 -0.3
0.2 -0.2 0.2
0.2 -0.1 -0.2
-0.1 0.2 0.2
0.1 -0.4 -0.1
-0.1 -0.1 -0.3
0.0 0.2 0.0
0.0 0.2 0.0
0.3 -0.1 0.2
-4.2 -3.3 2.6
3.3 2.7 -2.0
-0.1 0.1 0.1
-0.4 0.1 -0.4
0.2 -0.2 0.1
0.1 0.0 0.0
0.2 0.1 0.2
-0.4 0.6 -0.4
0.1 -0.1 -0.1
0.1 0.0 -0.2
0.2 0.1 0.2
0.3 -0.1 -0.1
-0.3 0.3 0.0
-0.2 -0.2 0.1
0.3 0.2 0.0
-0.1 -0.1 -0.2
-0.1 -0.1 0.2
-0.1 0.2 0.0
-0.1 0.0 -0.2
0.4 -0.2 0.2
0.2 -0.3 -0.1
-0.1 0.0 -0.3
-0.2 -0.1 0.2
0.3 -0.1 -0.1
0.0 0.5 0.1
0.1 -0.4 0.2
0.1 0.0 -0.3
0.0 0.2 0.0
0.3 0.0 0.1
-0.3 -0.2 -0.1


Number 1: maximum force 3.59 eV/Å. Number 2: maximum force 6.73 eV/Å. Number 3: maximum force 6.12 eV/Å.